(1)
# CH2ClOPS

A cluster of 2 separate species, CH2ClOPS in total (wB97M-V/def2-TZVPD, OMol25).

As for the orbital gap (alpha / beta): 8.34 / 6.17 eV. As for the LUMO energy (alpha / beta): -1.3 / -2.9 eV. The energy relative to the best compared isomer or geometry (same formula, charge and spin) is 2.784 eV.

Geometry as ORCA input:
```
! RIJCOSX wB97M-V def2-TZVPD def2/J DEFGRID3
* xyz 0 1
C 0.139 0.112 0.395
O 3.127 1.492 0.416
P 2.375 1.453 -0.806
S 3.259 2.252 -2.417
Cl 0.610 -0.167 2.017
H -0.079 -0.545 -0.326
H -0.164 1.115 0.334
*
```

***

(2)
# CH2ClP

A cluster of 2 separate species, CH2ClP in total (wB97M-V/def2-TZVPD, OMol25).

As for the orbital gap: 10.15 eV. As for the LUMO energy: 0.2 eV. The energy relative to the best compared isomer or geometry (same formula, charge and spin) is 1.725 eV.

Geometry as ORCA input:
```
! RIJCOSX wB97M-V def2-TZVPD def2/J DEFGRID3
* xyz 0 1
C 2.193 1.520 0.636
P 0.825 0.876 0.112
Cl -2.460 -1.933 -0.931
H 2.979 2.196 0.606
H -3.537 -2.659 -0.423
*
```

***

(3)
# CH2ClPS

A structure of composition CH2ClPS (wB97M-V/def2-TZVPD, OMol25).

As for the orbital gap: 7.80 eV. As for the LUMO energy: -1.3 eV. The energy relative to the best compared isomer or geometry (same formula, charge and spin) is 0.935 eV.

Geometry as ORCA input:
```
! RIJCOSX wB97M-V def2-TZVPD def2/J DEFGRID3
* xyz 0 1
C -0.168 -0.831 -0.257
P 1.293 -1.215 -1.165
S 2.721 -0.626 -0.015
Cl -1.070 -0.140 -1.606
H -0.145 -0.025 0.474
H -0.829 -1.632 0.093
*
```

***

(4)
# CH2F2N2O

The molecule CH2F2N2O (wB97M-V/def2-TZVPD, OMol25).

As for the orbital gap: 9.52 eV. As for the LUMO energy: 0.6 eV. The energy relative to the best compared isomer or geometry (same formula, charge and spin) is 2.636 eV.

Geometry as ORCA input:
```
! RIJCOSX wB97M-V def2-TZVPD def2/J DEFGRID3
* xyz 0 1
C 0.953 -0.576 0.303
N -0.373 -0.417 -0.093
N -0.836 0.875 0.065
O -1.324 -1.262 -0.382
F 1.648 -1.675 0.339
F 1.737 0.521 0.536
H -0.060 1.375 -0.322
H -1.746 1.159 -0.446
*
```

***

(5)
# CH2F2NO2S

A cluster of 2 separate species, CH2F2NO2S in total (wB97M-V/def2-TZVPD, OMol25).

As for the orbital gap: 8.34 eV. As for the LUMO energy: 4.1 eV. The energy relative to the best compared isomer or geometry (same formula, charge and spin) is 1.734 eV.

Geometry as ORCA input:
```
! RIJCOSX wB97M-V def2-TZVPD def2/J DEFGRID3
* xyz -1 1
C 0.213 -1.369 -0.661
N 0.649 1.724 -0.301
O -1.133 0.728 1.202
O -0.220 3.076 1.744
F -0.735 -1.796 -1.582
F 1.278 -2.193 -0.792
S -0.227 1.857 0.888
H -0.329 -1.669 0.252
H 0.504 -0.358 -0.750
*
```

***

(6)
# CH2F2O2

A cluster of 2 separate species, CH2F2O2 in total (wB97M-V/def2-TZVPD, OMol25).

As for the orbital gap: 12.33 eV. As for the LUMO energy: 0.4 eV. The energy relative to the best compared isomer or geometry (same formula, charge and spin) is 0.986 eV.

Geometry as ORCA input:
```
! RIJCOSX wB97M-V def2-TZVPD def2/J DEFGRID3
* xyz 0 1
C -1.294 0.203 0.134
O -1.397 -0.023 1.262
O 1.435 -0.187 0.091
F -1.770 -0.575 -0.895
F -0.966 1.340 -0.420
H 2.400 0.190 0.358
H 1.592 -0.949 -0.530
*
```

***

(7)
# CH2F3FeNO4S

A structure of composition CH2F3FeNO4S (wB97M-V/def2-TZVPD, OMol25).

As for the orbital gap (alpha / beta): 11.05 / 6.95 eV. The expectation value of S² is 8.77. As for the LUMO energy (alpha / beta): -4.9 / -8.6 eV.

Geometry as ORCA input:
```
! RIJCOSX wB97M-V def2-TZVPD def2/J DEFGRID3
* xyz 1 6
Fe -0.763 1.036 -0.600
O 1.866 -0.361 -0.499
H 1.783 -0.165 -1.530
N 0.672 -0.272 0.199
S 0.681 0.517 1.588
O 1.931 1.013 2.145
O -0.452 1.479 1.359
C 0.016 -0.596 2.938
F 0.988 -1.398 3.341
F -0.988 -1.317 2.473
F -0.404 0.135 3.957
O -0.326 1.351 -2.391
H 0.349 1.938 -2.733
*
```

***

(8)
# CH2F3NO3P

A cluster of 2 separate species, CH2F3NO3P in total (wB97M-V/def2-TZVPD, OMol25).

As for the orbital gap: 9.02 eV. As for the LUMO energy: 3.9 eV. The energy relative to the best compared isomer or geometry (same formula, charge and spin) is 1.520 eV.

Geometry as ORCA input:
```
! RIJCOSX wB97M-V def2-TZVPD def2/J DEFGRID3
* xyz -1 1
C 1.240 -0.154 1.098
N -1.919 -0.454 -0.366
O 0.674 2.183 -1.351
O 0.134 -0.223 -2.318
O -1.165 0.676 -0.337
F 1.738 -1.416 1.367
F 0.197 -0.043 2.116
F 2.200 0.707 1.579
P 0.249 0.807 -1.241
H -1.776 -0.983 0.511
H -1.572 -1.099 -1.060
*
```

***

(9)
# CH2F3NP2

A structure of composition CH2F3NP2 (wB97M-V/def2-TZVPD, OMol25).

As for the orbital gap (alpha / beta): 6.82 / 6.82 eV. As for the LUMO energy (alpha / beta): -1.8 / -1.8 eV. The energy relative to the best compared isomer or geometry (same formula, charge and spin) is 0.000 eV.

Geometry as ORCA input:
```
! RIJCOSX wB97M-V def2-TZVPD def2/J DEFGRID3
* xyz 0 1
C 1.787 0.131 0.001
N -0.950 0.576 0.000
F -2.922 1.948 0.000
F -0.093 -1.610 -1.142
F -0.093 -1.610 1.142
P -2.503 0.377 0.000
P 0.245 -0.492 0.000
H 2.640 -0.512 0.000
H 1.889 1.192 -0.001
*
```

***

(10)
# CH2F3O2PS

A cluster of 2 separate species, CH2F3O2PS in total (wB97M-V/def2-TZVPD, OMol25).

As for the orbital gap (alpha / beta): 7.66 / 8.25 eV. As for the LUMO energy (alpha / beta): -1.5 / -2.0 eV. The energy relative to the best compared isomer or geometry (same formula, charge and spin) is 1.362 eV.

Geometry as ORCA input:
```
! RIJCOSX wB97M-V def2-TZVPD def2/J DEFGRID3
* xyz 0 1
C 1.347 -1.015 -0.262
O -0.721 1.186 -1.675
O 0.431 2.320 0.176
F 0.604 -2.091 -0.005
F 2.049 -0.733 0.823
F 2.266 -1.247 -1.193
P -2.069 0.690 0.905
S -0.297 1.226 -0.273
H -1.392 -0.161 1.657
H -2.217 -0.173 -0.153
*
```

***

(11)
# CH2FIO

The molecule CH2FIO (wB97M-V/def2-TZVPD, OMol25).

As for the orbital gap: 10.18 eV. As for the LUMO energy: 0.2 eV. The energy relative to the best compared isomer or geometry (same formula, charge and spin) is 0.000 eV.

Geometry as ORCA input:
```
! RIJCOSX wB97M-V def2-TZVPD def2/J DEFGRID3
* xyz 0 1
C 0.406 0.561 0.256
O -0.479 -0.389 -0.470
F 0.278 1.761 -0.333
I 2.459 -0.091 -0.063
H 0.169 0.631 1.309
H -0.106 -0.669 -1.307
*
```

***

(12)
# CH2FIO

A cluster of 2 separate species, CH2FIO in total (wB97M-V/def2-TZVPD, OMol25).

As for the orbital gap: 9.85 eV. As for the LUMO energy: 0.2 eV. The energy relative to the best compared isomer or geometry (same formula, charge and spin) is 1.655 eV.

Geometry as ORCA input:
```
! RIJCOSX wB97M-V def2-TZVPD def2/J DEFGRID3
* xyz 0 1
C -0.456 -0.263 0.364
O 0.807 0.136 0.263
F -1.430 0.627 0.831
I -0.716 -2.084 1.547
H -1.145 -0.657 -0.940
H 1.198 0.615 1.109
*
```

***

(13)
# CH2FIO2S

The molecule CH2FIO2S (wB97M-V/def2-TZVPD, OMol25).

As for the orbital gap: 8.58 eV. As for the LUMO energy: -1.6 eV. The energy relative to the best compared isomer or geometry (same formula, charge and spin) is 0.229 eV.

Geometry as ORCA input:
```
! RIJCOSX wB97M-V def2-TZVPD def2/J DEFGRID3
* xyz 0 1
C 0.118 -0.698 0.141
O -1.951 -2.354 0.909
O -2.032 -2.001 -1.571
F 0.800 -0.846 -0.979
S -1.793 -1.511 -0.261
I -3.301 0.493 0.196
H 0.231 0.245 0.679
H 0.263 -1.498 0.817
*
```

***

(14)
# CH2FLiOTl

A structure of composition CH2FLiOTl (wB97M-V/def2-TZVPD, OMol25).

As for the orbital gap (alpha / beta): 5.86 / 10.23 eV. The expectation value of S² is 0.77. As for the LUMO energy (alpha / beta): -13.0 / -12.4 eV. The energy relative to the best compared isomer or geometry (same formula, charge and spin) is 0.000 eV.

Geometry as ORCA input:
```
! RIJCOSX wB97M-V def2-TZVPD def2/J DEFGRID3
* xyz 2 2
C -0.271 1.213 1.153
O 0.704 0.595 0.332
Li 1.540 2.045 -0.400
Tl 0.621 -1.190 -0.153
F -0.706 -2.181 0.523
H -1.340 1.036 1.007
H 0.137 1.713 2.037
*
```

***

(15)
# CH2FNO

A cluster of 2 separate species, CH2FNO in total (wB97M-V/def2-TZVPD, OMol25).

As for the orbital gap (alpha / beta): 8.64 / 9.92 eV. As for the LUMO energy (alpha / beta): -0.5 / -0.3 eV. The energy relative to the best compared isomer or geometry (same formula, charge and spin) is 6.369 eV.

Geometry as ORCA input:
```
! RIJCOSX wB97M-V def2-TZVPD def2/J DEFGRID3
* xyz 0 1
C -0.336 -0.998 0.208
N 0.168 1.232 0.424
O -0.441 -2.112 0.641
F -0.311 1.626 -0.813
H -0.314 -0.844 -0.777
H 1.233 1.096 0.317
*
```

***

(16)
# CH2FNO

The molecule CH2FNO (wB97M-V/def2-TZVPD, OMol25).

As for the orbital gap: 11.83 eV. As for the LUMO energy: 0.7 eV. The energy relative to the best compared isomer or geometry (same formula, charge and spin) is 0.066 eV.

Geometry as ORCA input:
```
! RIJCOSX wB97M-V def2-TZVPD def2/J DEFGRID3
* xyz 0 1
C 0.470 -0.401 0.044
N -0.310 0.688 -0.255
O 0.322 -1.442 -0.569
F 1.285 -0.302 1.131
H -1.030 0.250 -0.835
H -0.736 1.207 0.484
*
```

***

(17)
# CH2FOPS

A cluster of 2 separate species, CH2FOPS in total (wB97M-V/def2-TZVPD, OMol25).

As for the orbital gap (alpha / beta): 5.46 / 5.19 eV. As for the LUMO energy (alpha / beta): -3.5 / -3.4 eV. The energy relative to the best compared isomer or geometry (same formula, charge and spin) is 5.438 eV.

Geometry as ORCA input:
```
! RIJCOSX wB97M-V def2-TZVPD def2/J DEFGRID3
* xyz 0 1
C 0.941 0.438 0.803
O -0.302 1.070 -1.380
F -1.045 -1.736 -0.607
P 0.985 0.570 -0.940
S -2.084 -0.554 -0.459
H 1.697 -0.164 1.413
H -0.191 0.377 1.169
*
```

***

(18)
# CH2I2O2

A structure of composition CH2I2O2 (wB97M-V/def2-TZVPD, OMol25).

As for the orbital gap: 8.93 eV. As for the LUMO energy: -0.6 eV. The energy relative to the best compared isomer or geometry (same formula, charge and spin) is 1.890 eV.

Geometry as ORCA input:
```
! RIJCOSX wB97M-V def2-TZVPD def2/J DEFGRID3
* xyz 0 1
C 0.163 -0.116 -0.218
O -0.831 0.116 1.205
O -0.528 -0.245 -1.286
I 1.444 1.633 -0.074
I 1.280 -1.970 -0.131
H -0.231 0.259 1.859
H -1.297 0.321 -1.355
*
```

***

(19)
# CH2IN2PS

A cluster of 2 separate species, CH2IN2PS in total (wB97M-V/def2-TZVPD, OMol25).

As for the orbital gap: 7.12 eV. As for the LUMO energy: -1.5 eV. The energy relative to the best compared isomer or geometry (same formula, charge and spin) is 2.706 eV.

Geometry as ORCA input:
```
! RIJCOSX wB97M-V def2-TZVPD def2/J DEFGRID3
* xyz 0 1
C -0.153 2.116 -0.044
N 0.233 1.301 0.711
N 0.562 0.146 1.116
P 0.020 -0.618 2.405
S -0.621 3.324 -1.010
I 0.233 -1.861 -1.981
H 0.516 -1.818 1.960
H -0.790 -2.589 -3.157
*
```

***

(20)
# CH2INO2S

The molecule CH2INO2S (wB97M-V/def2-TZVPD, OMol25).

As for the orbital gap: 9.00 eV. As for the LUMO energy: -1.1 eV. The energy relative to the best compared isomer or geometry (same formula, charge and spin) is 0.543 eV.

Geometry as ORCA input:
```
! RIJCOSX wB97M-V def2-TZVPD def2/J DEFGRID3
* xyz 0 1
C -1.680 -1.422 0.202
N -1.256 -1.033 -0.929
O -1.756 0.149 -1.504
O -2.783 2.297 -0.784
S -2.523 1.004 -0.277
I -4.658 -0.265 -0.010
H -1.142 -2.427 0.401
H -2.278 -1.200 1.050
*
```

***

E (Eh)
-1314.1829; -840.7575; -1239.0103; -423.6237; -842.4533; -389.5122; -2356.0672; -960.7903; -1076.4345; -1228.7825; -512.0815; -512.0207; -985.4580; -393.5415; -268.9532; -269.1848; -953.7578; -785.1001; -1185.9402; -940.2961
Strongest force on any atom (eV Å⁻¹)
4.7; 5.6; 2.6; 3.6; 3.3; 4.0; 6.5; 4.5; 3.0; 5.2; 3.9; 5.4; 3.3; 11.3; 5.0; 2.6; 5.5; 7.1; 2.3; 4.8